ORCA calculation (ωB97M-V/def2-TZVPD) on C42H97CaF12N9O20S4 as an isolated structure at a distorted geometry.

The geometry in XYZ format:
```
185
Properties=species:S:1:pos:R:3:lowdin_spin:R:1
Ca 0.13 2.22 1.26 0.0000
C 0.05 -0.79 -1.55 0.0000
F 1.37 -0.99 -1.32 0.0000
F -0.07 0.47 -1.91 0.0000
F -0.50 -1.63 -2.43 0.0000
S -0.93 -1.14 0.15 0.0000
O -2.23 -0.53 -0.02 0.0000
O -0.84 -2.63 0.36 0.0000
N 0.02 -0.13 1.30 0.0000
S 0.59 -1.21 2.29 0.0001
O -0.40 -2.00 3.01 0.0001
O 1.70 -1.91 1.74 0.0000
C 1.31 0.07 3.61 0.0001
F 0.54 1.20 3.74 0.0000
F 1.49 -0.46 4.92 0.0000
F 2.54 0.30 3.23 0.0021
C 2.98 5.75 1.66 0.0000
F 3.79 6.62 2.26 0.0000
F 2.05 6.42 0.99 0.0000
F 3.57 5.08 0.73 0.0002
S 2.35 4.42 2.99 0.0003
O 3.14 3.18 2.81 0.0018
O 2.43 5.13 4.32 0.0000
N 0.74 4.06 2.42 0.0001
S -0.11 5.35 2.72 0.0000
O 0.55 6.58 3.20 0.0000
O -0.98 5.56 1.54 0.0000
C -1.29 4.83 4.25 0.0000
F -0.77 5.22 5.35 0.0000
F -2.44 5.48 4.10 0.0000
F -1.51 3.53 4.15 0.0000
C -9.56 2.37 -3.18 0.0000
O -8.40 1.65 -3.12 0.0000
C -8.48 0.30 -3.60 0.0000
C -7.17 -0.57 -3.46 0.0000
N -6.66 -0.19 -2.20 0.0000
C -5.37 -0.74 -1.81 0.0000
C -5.54 -2.18 -1.31 0.0000
O -6.16 -3.06 -2.20 0.0000
C -5.73 -4.37 -2.15 0.0000
H -10.49 1.90 -2.85 0.0000
H -9.60 2.79 -4.19 0.0000
H -9.42 3.17 -2.46 0.0000
H -8.90 0.24 -4.61 0.0000
H -9.25 -0.17 -2.99 0.0000
H -6.38 -0.61 -4.20 0.0000
H -7.59 -1.57 -3.43 0.0000
H -6.70 0.82 -2.16 0.0000
H -4.97 -0.26 -0.91 0.0000
H -4.54 -0.64 -2.51 0.0000
H -6.00 -2.20 -0.32 0.0000
H -4.62 -2.69 -1.02 0.0000
H -4.89 -4.67 -2.78 0.0000
H -6.51 -4.91 -2.68 0.0000
H -5.60 -4.85 -1.18 0.0000
C -2.96 1.75 2.67 0.0000
O -2.24 2.55 1.73 0.0000
C -3.03 2.94 0.62 0.0000
C -2.24 3.46 -0.55 0.0000
N -0.98 2.80 -0.70 0.0000
C 0.01 3.84 -1.26 0.0000
C 1.52 3.22 -1.45 0.0000
O 1.80 2.44 -0.25 0.0000
C 2.95 1.63 -0.47 0.0000
H -3.77 2.31 3.14 0.0000
H -2.21 1.38 3.36 0.0000
H -3.25 0.85 2.12 0.0000
H -3.74 3.69 0.98 0.0000
H -3.65 2.12 0.27 0.0000
H -2.17 4.54 -0.57 0.0000
H -2.87 3.16 -1.39 0.0000
H -1.07 2.29 -1.57 0.0000
H 0.12 4.74 -0.65 0.0000
H -0.23 4.22 -2.25 0.0000
H 2.24 4.03 -1.49 0.0000
H 1.50 2.67 -2.39 0.0000
H 3.21 1.34 -1.49 0.0000
H 3.00 0.67 0.04 0.0000
H 3.74 2.26 -0.04 0.0000
C 2.78 -2.80 9.68 0.0000
O 2.07 -2.29 8.62 0.0000
C 0.76 -2.48 8.87 0.0000
C 0.13 -1.29 9.63 0.0000
N 0.44 0.03 9.08 0.0000
C -0.61 0.53 8.17 0.0000
C -0.20 1.95 7.58 0.0000
O 0.69 1.59 6.54 0.0000
C 1.85 2.36 6.53 0.0000
H 3.78 -2.43 9.46 0.0000
H 2.91 -3.88 9.66 0.0000
H 2.51 -2.40 10.66 0.0000
H 0.48 -3.46 9.26 0.0000
H 0.33 -2.50 7.87 0.0000
H 0.48 -1.47 10.65 0.0000
H -0.93 -1.51 9.76 0.0000
H 1.18 -0.25 8.45 0.0000
H -1.52 0.47 8.77 0.0000
H -0.79 -0.26 7.44 0.0000
H 0.27 2.59 8.33 0.0000
H -1.06 2.41 7.11 0.0000
H 2.25 2.54 7.53 0.0000
H 1.69 3.34 6.08 0.0000
H 2.68 1.93 5.96 0.0000
C 5.57 -1.31 -0.13 0.0004
O 5.51 -0.34 0.84 0.0025
C 5.95 -0.76 2.08 0.0030
C 6.02 0.40 3.06 0.0855
N 6.76 1.43 2.37 0.6228
C 6.71 2.82 2.96 0.0724
C 8.00 3.44 2.90 0.0380
O 8.41 3.75 1.60 0.0389
C 9.26 2.83 0.96 0.0185
H 5.08 -0.91 -1.02 0.0000
H 5.13 -2.28 0.09 0.0002
H 6.59 -1.40 -0.51 0.0000
H 6.96 -1.14 1.88 0.0003
H 5.41 -1.60 2.53 -0.0004
H 6.45 0.14 4.04 0.0154
H 5.01 0.71 3.30 0.0407
H 6.41 1.34 1.43 0.0159
H 6.52 2.87 4.03 0.0044
H 6.08 3.50 2.39 0.0206
H 8.66 2.81 3.49 0.0014
H 7.98 4.44 3.35 0.0017
H 10.19 2.60 1.47 0.0009
H 9.41 3.33 0.00 0.0022
H 8.75 1.90 0.72 0.0097
C 2.51 -1.15 -4.26 0.0000
O 2.96 -1.60 -5.55 0.0000
C 2.59 -0.75 -6.56 0.0000
C 2.93 -1.25 -8.03 0.0000
N 2.16 -2.50 -8.35 0.0000
C 2.68 -3.28 -9.48 0.0000
C 2.54 -2.62 -10.86 0.0000
O 1.23 -2.61 -11.30 0.0000
C 0.25 -1.68 -10.91 0.0000
H 1.50 -0.76 -4.29 0.0000
H 3.21 -0.48 -3.76 0.0000
H 2.46 -1.88 -3.45 0.0000
H 2.96 0.26 -6.37 0.0000
H 1.52 -0.62 -6.45 0.0000
H 3.98 -1.53 -8.11 0.0000
H 2.74 -0.49 -8.79 0.0000
H 1.96 -3.00 -7.50 0.0000
H 2.09 -4.18 -9.61 0.0000
H 3.74 -3.54 -9.50 0.0000
H 3.08 -3.32 -11.50 0.0000
H 2.94 -1.62 -11.02 0.0000
H 0.10 -0.78 -11.51 0.0000
H 0.17 -1.39 -9.87 0.0000
H -0.72 -2.18 -10.97 0.0000
C -2.47 -6.64 0.25 0.0000
C -2.52 -6.77 1.83 0.0000
C -1.66 -5.71 2.39 0.0000
O -1.43 -6.02 3.80 0.0000
C -0.58 -5.07 4.41 0.0000
N -3.88 -6.57 2.21 0.0000
H -3.18 -7.24 -0.33 0.0000
H -1.48 -6.91 -0.10 0.0000
H -2.57 -5.57 0.03 0.0000
H -2.17 -7.75 2.16 0.0000
H -2.17 -4.77 2.20 0.0000
H -0.70 -5.55 1.89 0.0000
H -1.14 -4.15 4.58 0.0000
H 0.27 -4.63 3.90 0.0000
H -0.15 -5.45 5.34 0.0000
H -4.19 -7.47 1.85 0.0000
H -4.04 -6.53 3.20 0.0000
C -0.87 1.42 -5.19 0.0000
C -2.39 1.71 -5.35 0.0000
C -3.26 0.56 -4.78 0.0000
O -2.82 -0.66 -5.33 0.0000
C -3.46 -1.95 -5.13 0.0000
N -2.48 3.03 -4.71 0.0000
H -0.26 2.31 -5.29 0.0000
H -0.55 0.77 -6.01 0.0000
H -0.76 1.02 -4.18 0.0000
H -2.56 1.89 -6.41 0.0000
H -4.25 0.86 -5.10 0.0000
H -3.32 0.56 -3.69 0.0000
H -2.84 -2.72 -5.60 0.0000
H -4.49 -1.88 -5.46 0.0000
H -3.46 -2.18 -4.06 0.0000
H -1.78 3.68 -5.03 0.0000
H -3.39 3.46 -4.77 0.0000
```

Calculated values
HOMO-LUMO gap (alpha / beta), eV: 7.5 / 2.3
Energy relative to the best compared isomer or geometry (same formula, charge and spin), eV: 0.0000
Total charge: +1
Spin multiplicity: 2
Largest force on an atom, eV/Å: 5.48